Entry 1:
Here is a cluster of 5 separate species, C16H43BNO10P in total at a distorted geometry from the Open Molecules 2025 dataset. Energies are from ωB97M-V with the def2-TZVPD basis set.

Geometry as XYZ:
```
72
C16H43BNO10P ωB97M-V with the def2-TZVPD basis set
C -0.956 1.490 2.505
C 0.395 0.618 2.862
C 0.487 -1.023 2.844
N 1.549 1.322 3.211
O 2.546 0.879 2.395
P 3.009 2.207 1.369
O 2.200 3.555 1.726
O 4.692 2.582 1.801
O 3.028 1.858 -0.336
C 1.917 0.992 -0.753
B 0.719 1.741 -1.594
O -0.178 0.942 -2.501
O 0.562 3.208 -1.383
H -0.694 2.111 1.523
H -1.111 2.272 3.393
H -1.926 0.811 2.355
H 1.311 -1.420 2.079
H -0.528 -1.522 2.492
H 0.842 -1.378 3.905
H 5.228 1.733 1.622
H 1.409 0.377 0.103
H 2.388 0.186 -1.497
H -1.113 1.346 -2.471
H 0.016 3.395 -0.561
C -4.177 4.788 2.101
C -2.689 4.900 1.807
C -2.211 6.340 1.910
O -2.429 4.409 0.494
H -4.763 5.371 1.382
H -4.510 3.749 2.011
H -4.408 5.144 3.110
H -2.127 4.274 2.508
H -2.728 6.977 1.184
H -1.141 6.407 1.683
H -2.383 6.742 2.913
H -2.924 4.959 -0.136
C 3.692 -2.917 0.087
C 3.430 -4.024 1.096
C 3.442 -5.392 0.433
O 2.164 -3.809 1.715
H 2.917 -2.902 -0.688
H 3.668 -1.937 0.576
H 4.666 -3.044 -0.396
H 4.190 -3.990 1.884
H 2.658 -5.465 -0.329
H 3.240 -6.178 1.169
H 4.408 -5.594 -0.039
H 1.483 -3.837 1.022
C -0.902 -6.508 2.499
C -1.256 -5.136 1.948
C -2.762 -4.930 1.897
O -0.717 -5.000 0.636
H -1.310 -7.302 1.864
H 0.184 -6.646 2.518
H -1.290 -6.637 3.514
H -0.800 -4.359 2.572
H -3.236 -5.669 1.241
H -3.002 -3.944 1.487
H -3.205 -5.013 2.894
H -1.116 -5.685 0.075
C -1.485 2.260 -7.401
C -1.071 2.308 -5.939
C 0.355 1.816 -5.750
O -1.956 1.496 -5.171
H -1.448 1.235 -7.786
H -2.518 2.605 -7.520
H -0.833 2.888 -8.017
H -1.160 3.334 -5.565
H 0.457 0.775 -6.076
H 0.635 1.845 -4.692
H 1.062 2.430 -6.316
H -1.884 0.584 -5.496
```

For the total energy, the calculation gives -1808.6916 a.u. The charge is 0. The HOMO energy is -8.703 eV. As for the multiplicity: 1. As for the gap between HOMO and LUMO: 8.3 eV. The largest force on an atom is 6.8 eV/A.

Entry 2:
Here is a cluster of 8 separate species, C34H69NO14P in total from the Open Molecules 2025 dataset. Energies are from ωB97M-V with the def2-TZVPD basis set.

Geometry as XYZ:
```
119
C34H69NO14P ωB97M-V with the def2-TZVPD basis set
C 3.840 -4.295 0.230
C 3.742 -4.150 -1.086
C 3.195 -2.902 -1.754
N 2.203 -2.216 -0.964
P 0.839 -1.823 -1.781
C 0.054 -0.541 -0.699
C -0.388 -3.223 -1.616
C -0.648 -3.715 -0.169
H 3.830 -5.282 0.684
H 3.861 -3.424 0.873
H 4.118 -4.947 -1.732
H 2.853 -3.210 -2.761
H 4.065 -2.230 -1.940
H 0.755 -0.255 0.092
H -0.106 0.334 -1.334
H -0.867 -0.859 -0.202
H 0.045 -4.051 -2.180
H -1.349 -2.976 -2.090
H -0.225 -4.713 -0.023
H -1.721 -3.808 0.035
H -0.197 -3.055 0.575
O -0.675 -6.139 -3.340
C -1.732 -6.467 -2.884
O -1.776 -6.856 -1.590
C -2.997 -7.069 -0.884
C -3.552 -8.462 -1.100
C -2.988 -6.513 -3.723
H -3.724 -6.293 -1.130
H -2.733 -6.927 0.163
H -3.811 -8.635 -2.145
H -4.448 -8.610 -0.496
H -2.810 -9.208 -0.815
H -3.010 -7.463 -4.258
H -2.929 -5.704 -4.446
H -3.911 -6.403 -3.159
O 2.096 6.503 -0.843
C 1.983 5.454 -1.433
O 2.311 4.324 -0.801
C 1.973 3.028 -1.348
C 3.007 2.517 -2.328
C 1.538 5.395 -2.873
H 0.967 3.046 -1.763
H 1.942 2.371 -0.480
H 3.089 3.152 -3.211
H 2.741 1.509 -2.647
H 3.989 2.485 -1.854
H 2.395 5.592 -3.517
H 0.800 6.178 -3.027
H 1.084 4.449 -3.151
O -3.282 -1.463 1.955
C -2.963 -0.505 2.604
O -1.750 0.052 2.389
C -1.354 1.300 2.957
C -0.811 1.148 4.363
C -3.839 0.069 3.694
H -2.169 2.026 2.910
H -0.569 1.659 2.292
H -1.571 0.777 5.050
H -0.451 2.111 4.730
H 0.020 0.442 4.363
H -3.675 -0.497 4.610
H -4.878 -0.046 3.398
H -3.666 1.117 3.898
O -1.214 3.356 -2.760
C -2.185 2.707 -2.464
O -2.203 2.098 -1.270
C -3.353 1.412 -0.752
C -3.458 -0.009 -1.258
C -3.324 2.498 -3.434
H -4.258 1.991 -0.949
H -3.202 1.415 0.327
H -3.591 -0.039 -2.341
H -4.305 -0.513 -0.790
H -2.551 -0.561 -1.018
H -3.053 1.678 -4.098
H -3.432 3.405 -4.023
H -4.277 2.273 -2.965
O -5.364 2.191 5.243
C -4.693 3.085 5.683
O -3.486 2.778 6.202
C -2.530 3.771 6.597
C -2.777 4.276 8.003
C -5.187 4.511 5.727
H -2.495 4.582 5.868
H -1.571 3.259 6.546
H -3.740 4.780 8.087
H -1.996 4.979 8.291
H -2.775 3.442 8.705
H -5.802 4.632 6.619
H -5.809 4.676 4.851
H -4.400 5.261 5.736
O 2.482 7.434 4.339
C 3.070 7.837 3.372
O 4.300 8.377 3.560
C 5.157 8.725 2.469
C 4.857 10.104 1.919
C 2.468 7.830 1.991
H 5.122 7.961 1.693
H 6.160 8.702 2.893
H 3.852 10.158 1.502
H 5.569 10.360 1.133
H 4.930 10.848 2.713
H 1.836 8.713 1.890
H 1.848 6.944 1.887
H 3.182 7.812 1.175
O 5.251 -8.007 -7.312
C 4.821 -7.777 -6.212
O 3.500 -7.897 -5.996
C 2.920 -7.821 -4.681
C 2.668 -6.405 -4.225
C 5.719 -7.293 -5.096
H 3.534 -8.377 -3.970
H 1.978 -8.360 -4.772
H 3.593 -5.835 -4.137
H 2.172 -6.403 -3.254
H 2.027 -5.882 -4.933
H 5.838 -6.215 -5.196
H 6.691 -7.765 -5.222
H 5.356 -7.511 -4.096
```

For the total energy, the calculation gives -2786.3417 a.u. The charge is -1. The HOMO energy is -2.081 eV. As for the multiplicity: 1. As for the gap between HOMO and LUMO: 3.8 eV. The largest force on an atom is 1.0 eV/A.

Entry 3:
Here is an isolated molecule of C5H4S at a distorted geometry from the Open Molecules 2025 dataset. Energies are from ωB97M-V with the def2-TZVPD basis set.

Geometry as XYZ:
```
10
C5H4S ωB97M-V with the def2-TZVPD basis set
C 1.141 -1.593 1.069
C 2.087 -1.590 1.982
C -0.531 0.078 0.264
C 0.496 -0.965 -0.048
C 0.876 0.405 0.406
S 1.809 0.197 1.975
H -0.928 0.619 -0.581
H -1.152 0.114 1.108
H 0.692 -1.153 -1.070
H 1.222 1.181 -0.253
```

The expectation value of S² is 2.0160. For the total energy, the calculation gives -590.8238 a.u. Its energy relative to the best compared isomer or geometry (same formula, charge and spin) is 0.5372 eV. The charge is 0. The HOMO energy (alpha / beta) is -6.500 / -9.774 eV. As for the multiplicity: 3. As for the gap between HOMO and LUMO (alpha / beta): 7.2 / 7.8 eV. The largest force on an atom is 6.4 eV/A.

Entry 4:
Here is an isolated molecule of C3H5N3O from the Open Molecules 2025 dataset. Energies are from ωB97M-V with the def2-TZVPD basis set.

Geometry as XYZ:
```
12
C3H5N3O ωB97M-V with the def2-TZVPD basis set
O -0.383 -1.266 2.073
C 0.711 -0.911 1.249
C 0.277 -0.043 0.103
N 0.664 1.247 -0.097
C -0.023 1.595 -1.164
N -0.782 0.565 -1.577
N -0.597 -0.499 -0.776
H -1.077 -1.587 1.481
H 1.218 -1.806 0.855
H 1.420 -0.360 1.869
H -0.014 2.560 -1.655
H -1.414 0.504 -2.359
```

For the total energy, the calculation gives -356.8151 a.u. Its energy relative to the best compared isomer or geometry (same formula, charge and spin) is 1.1496 eV. The charge is 0. The HOMO energy is -10.125 eV. As for the multiplicity: 1. As for the gap between HOMO and LUMO: 11.0 eV. The largest force on an atom is 0.4 eV/A.

Entry 5:
Here is a cluster of 2 separate species, C2H10N4O in total from the Open Molecules 2025 dataset. Energies are from ωB97M-V with the def2-TZVPD basis set.

Geometry as XYZ:
```
17
C2H10N4O ωB97M-V with the def2-TZVPD basis set
N 0.602 -2.059 -1.072
C -0.412 -1.789 -0.187
N -1.612 -1.466 -0.812
O -0.289 -1.767 1.020
H 0.549 -1.597 -1.966
H 1.520 -2.131 -0.684
H -2.371 -1.435 -0.146
H -1.856 -1.998 -1.635
N 1.421 1.689 -0.134
C 0.015 1.842 0.233
N -0.437 1.281 1.502
H 2.001 2.253 0.467
H 1.760 0.740 -0.003
H -0.196 2.913 0.237
H -0.567 1.404 -0.580
H -0.130 0.320 1.514
H 0.002 1.799 2.248
```

For the total energy, the calculation gives -376.4986 a.u. Its energy relative to the best compared isomer or geometry (same formula, charge and spin) is 0.0764 eV. The charge is 0. The HOMO energy is -8.776 eV. As for the multiplicity: 1. As for the gap between HOMO and LUMO: 9.5 eV. The largest force on an atom is 0.8 eV/A.

Entry 6:
Here is an isolated molecule of C6H12O at a distorted geometry from the Open Molecules 2025 dataset. Energies are from ωB97M-V with the def2-TZVPD basis set.

Geometry as XYZ:
```
19
C6H12O ωB97M-V with the def2-TZVPD basis set
C 2.667 -0.089 -0.197
C 1.660 1.075 -0.268
C 0.272 0.655 0.115
C -0.836 0.824 -0.607
C -2.155 0.178 -0.219
C -1.941 -1.208 0.436
O -0.855 -1.891 -0.169
H 2.723 -0.515 0.813
H 2.401 -0.898 -0.889
H 3.668 0.270 -0.463
H 1.983 1.862 0.424
H 1.639 1.486 -1.285
H 0.187 0.117 1.062
H -0.796 1.373 -1.551
H -2.784 0.037 -1.107
H -2.699 0.848 0.457
H -1.777 -1.104 1.523
H -2.844 -1.815 0.297
H -0.437 -1.256 -0.744
```

For the total energy, the calculation gives -311.0150 a.u. Its energy relative to the best compared isomer or geometry (same formula, charge and spin) is 1.2060 eV. The charge is 0. The HOMO energy is -9.463 eV. As for the multiplicity: 1. As for the gap between HOMO and LUMO: 10.6 eV. The largest force on an atom is 1.0 eV/A.

Entry 7:
Here is a cluster of 2 separate species, C9H11NO in total at a distorted geometry from the Open Molecules 2025 dataset. Energies are from ωB97M-V with the def2-TZVPD basis set.

Geometry as XYZ:
```
22
C9H11NO ωB97M-V with the def2-TZVPD basis set
O 2.449 2.292 4.337
N 1.890 1.474 3.377
C 2.420 1.277 2.148
C 1.524 0.512 1.438
C 0.440 0.218 2.313
C 0.703 0.817 3.520
H 2.395 3.196 3.961
H 3.335 1.783 1.836
H 1.595 0.230 0.402
H -0.411 -0.401 2.086
H 0.196 0.822 4.475
C 0.758 -2.111 -2.480
C 0.038 -1.088 -1.993
C -1.271 -0.840 -2.510
C -2.389 -0.660 -2.899
C -3.795 -0.534 -3.264
H 1.776 -2.338 -2.127
H 0.471 -2.731 -3.328
H 0.365 -0.411 -1.190
H -3.961 -0.860 -4.295
H -4.429 -1.168 -2.649
H -4.099 0.520 -3.160
```

For the total energy, the calculation gives -479.3695 a.u. Its energy relative to the best compared isomer or geometry (same formula, charge and spin) is 4.7643 eV. The charge is 0. The HOMO energy is -8.561 eV. As for the multiplicity: 1. As for the gap between HOMO and LUMO: 9.3 eV. The largest force on an atom is 1.2 eV/A.

Entry 8:
Here is a structure of composition C2HIN2O at a distorted geometry from the Open Molecules 2025 dataset. Energies are from ωB97M-V with the def2-TZVPD basis set.

Geometry as XYZ:
```
7
C2HIN2O ωB97M-V with the def2-TZVPD basis set
C 1.065 1.324 -0.015
C -0.601 0.174 0.236
N -0.156 1.351 0.376
N -0.268 -0.990 -0.153
O 2.035 0.970 -0.417
I -2.445 -1.030 -0.033
H 0.370 -1.800 0.007
```

For the total energy, the calculation gives -558.3299 a.u. Its energy relative to the best compared isomer or geometry (same formula, charge and spin) is 0.9313 eV. The charge is +2. The HOMO energy is -21.539 eV. As for the multiplicity: 1. As for the gap between HOMO and LUMO: 8.3 eV. The largest force on an atom is 2.4 eV/A.

Entry 9:
Here is a cluster of 4 separate species, C4H14NO2S in total at a distorted geometry from the Open Molecules 2025 dataset. Energies are from ωB97M-V with the def2-TZVPD basis set.

Geometry as XYZ:
```
22
C4H14NO2S ωB97M-V with the def2-TZVPD basis set
C 1.738 -0.064 -0.106
O 2.140 -0.394 -1.304
C 0.695 -1.040 0.530
C -0.078 -0.688 1.783
C -1.600 -0.342 1.677
S -1.743 1.177 0.708
N -0.154 -1.362 -0.555
H 6.654 -1.889 -3.411
H 1.231 0.951 -0.067
H 2.567 -0.016 0.609
H 1.238 -1.976 0.787
H 0.050 -1.507 2.502
H 0.431 0.189 2.226
H -2.144 -1.178 1.209
H -1.933 -0.338 2.728
H 6.267 -2.529 -3.539
H 0.427 -1.240 -1.404
H -1.007 -0.765 -0.570
H -2.443 0.187 -1.049
H -0.012 2.455 -2.001
H -1.009 1.426 -1.384
O -0.400 1.593 -2.131
```

For the total energy, the calculation gives -763.6130 a.u. Its energy relative to the best compared isomer or geometry (same formula, charge and spin) is 10.4006 eV. The charge is +1. The HOMO energy is -14.164 eV. As for the multiplicity: 1. As for the gap between HOMO and LUMO: 5.2 eV. The largest force on an atom is 5.9 eV/A.

Entry 10:
Here is an isolated molecule of C4H4O3 at a distorted geometry from the Open Molecules 2025 dataset. Energies are from ωB97M-V with the def2-TZVPD basis set.

Geometry as XYZ:
```
11
C4H4O3 ωB97M-V with the def2-TZVPD basis set
C 0.066 -0.220 -1.714
C 0.621 0.210 -0.417
O 1.416 1.098 -0.218
C 0.095 -0.475 0.830
O 0.116 -1.660 1.042
C -0.460 0.434 1.885
O -0.930 1.499 1.592
H 0.068 -1.311 -1.799
H 0.573 0.289 -2.544
H -1.035 0.116 -1.556
H -0.529 0.021 2.897
```

For the total energy, the calculation gives -380.4944 a.u. Its energy relative to the best compared isomer or geometry (same formula, charge and spin) is 1.4308 eV. The charge is 0. The HOMO energy is -9.839 eV. As for the multiplicity: 1. As for the gap between HOMO and LUMO: 9.0 eV. The largest force on an atom is 1.8 eV/A.

Entry 11:
Here is a structure of composition C5H10O from the Open Molecules 2025 dataset. Energies are from ωB97M-V with the def2-TZVPD basis set.

Geometry as XYZ:
```
16
C5H10O ωB97M-V with the def2-TZVPD basis set
C 1.365 -0.591 -0.021
C -0.017 -0.047 -0.282
C -0.548 -0.117 -1.700
C -1.046 -0.186 0.798
C -0.668 1.276 0.929
O 0.257 1.499 1.911
H 2.065 -0.271 -0.800
H 1.750 -0.230 0.941
H 1.366 -1.688 0.006
H -1.436 0.516 -1.804
H -0.838 -1.146 -1.947
H 0.200 0.214 -2.429
H -2.067 -0.404 0.482
H -0.751 -0.821 1.641
H -0.028 1.289 -0.182
H 0.397 0.707 2.457
```

For the total energy, the calculation gives -271.6204 a.u. Its energy relative to the best compared isomer or geometry (same formula, charge and spin) is 3.5988 eV. The charge is 0. The HOMO energy is -7.925 eV. As for the multiplicity: 1. As for the gap between HOMO and LUMO: 8.8 eV. The largest force on an atom is 0.2 eV/A.

Entry 12:
Here is an isolated molecule of C9H18BrNO4 at a distorted geometry from the Open Molecules 2025 dataset. Energies are from ωB97M-V with the def2-TZVPD basis set.

Geometry as XYZ:
```
33
C9H18BrNO4 ωB97M-V with the def2-TZVPD basis set
C 0.976 3.116 1.060
C 0.316 2.362 -0.083
C 1.377 1.964 -1.153
C -0.316 1.196 0.679
O -1.131 1.707 1.689
C -1.256 0.110 -0.229
Br -2.772 -0.356 0.843
C -0.402 -1.130 -0.706
O -1.319 -1.851 -1.526
C 0.245 -1.964 0.480
C 1.444 -2.691 -0.134
C -0.605 -3.068 1.047
N -1.663 0.913 -1.368
O -2.683 1.590 -1.280
O -0.879 0.894 -2.281
H 1.947 3.611 0.660
H 0.260 3.725 1.683
H 1.252 2.348 1.894
H -0.461 2.969 -0.641
H 1.919 1.102 -0.688
H 0.874 1.562 -2.066
H 2.153 2.774 -1.497
H 0.284 0.539 1.331
H -1.860 2.306 1.303
H 0.414 -0.725 -1.210
H -0.863 -2.770 -1.707
H 0.459 -1.189 1.228
H 2.299 -2.012 -0.265
H 1.737 -3.608 0.465
H 1.039 -3.184 -1.052
H -1.635 -3.216 0.341
H -0.978 -2.907 2.149
H -0.170 -4.119 1.034
```

For the total energy, the calculation gives -3283.2516 a.u. Its energy relative to the best compared isomer or geometry (same formula, charge and spin) is 0.3909 eV. The charge is 0. The HOMO energy is -10.064 eV. As for the multiplicity: 1. As for the gap between HOMO and LUMO: 10.2 eV. The largest force on an atom is 4.9 eV/A.